1.
{"formula": "C26H63NO16P4", "method": "the ωB97M-V functional and the def2-TZVPD basis", "elements": ["C", "C", "O", "P", "O", "O", "C", "C", "O", "C", "C", "H", "H", "H", "H", "H", "H", "H", "H", "H", "H", "H", "H", "H", "H", "H", "C", "C", "O", "P", "O", "O", "C", "C", "O", "C", "C", "H", "H", "H", "H", "H", "H", "H", "H", "H", "H", "H", "H", "H", "H", "H", "C", "C", "O", "P", "O", "O", "C", "C", "O", "C", "C", "H", "H", "H", "H", "H", "H", "H", "H", "H", "H", "H", "H", "H", "H", "H", "C", "C", "O", "P", "O", "O", "C", "C", "O", "C", "C", "H", "H", "H", "H", "H", "H", "H", "H", "H", "H", "H", "H", "H", "H", "H", "C", "C", "N", "H", "H", "H"], "positions_angstrom": [[-2.1193, -3.2966, -0.6772], [-2.9154, -2.1437, -0.0398], [-2.4027, -1.9074, 1.2858], [-3.1186, -2.7302, 2.4719], [-3.3861, -4.1552, 2.2178], [-2.1755, -2.4680, 3.7381], [-0.8619, -3.0425, 3.7603], [-0.1131, -2.3639, 4.9108], [-4.4254, -1.8704, 2.7816], [-5.4157, -2.4243, 3.6815], [-5.3776, -1.6436, 4.9557], [-2.3786, -3.3499, -1.7346], [-1.0398, -3.3075, -0.5366], [-2.4553, -4.2086, -0.1764], [-2.7402, -1.2440, -0.6283], [-3.9875, -2.3377, -0.0366], [-0.9159, -4.1199, 3.9176], [-0.3465, -2.8259, 2.8223], [0.0692, -1.3164, 4.6539], [-0.7440, -2.3414, 5.7977], [0.8807, -2.7865, 5.0589], [-6.3573, -2.3543, 3.1332], [-5.2750, -3.4995, 3.8129], [-6.2202, -1.7779, 5.6342], [-4.4164, -1.7633, 5.4535], [-5.4687, -0.5820, 4.6992], [-4.4976, -4.3177, -3.7268], [-4.5396, -2.7924, -3.8709], [-3.2479, -2.3582, -4.3029], [-2.8385, -0.8305, -4.1935], [-3.1713, -0.1240, -2.9525], [-3.4135, -0.2262, -5.5727], [-3.8698, 1.1578, -5.5608], [-4.9457, 1.2469, -6.6300], [-1.2711, -0.9944, -4.4998], [-0.5765, 0.0330, -5.2074], [0.8675, -0.3541, -5.3733], [-5.3666, -4.6312, -3.1493], [-4.4952, -4.7885, -4.7130], [-3.5847, -4.6839, -3.2610], [-5.2797, -2.5160, -4.6211], [-4.8064, -2.4420, -2.8710], [-4.3053, 1.3823, -4.5919], [-3.0731, 1.8367, -5.8666], [-4.6251, 1.0003, -7.6411], [-5.7704, 0.5689, -6.3999], [-5.3543, 2.2612, -6.6499], [-1.0408, 0.0953, -6.1982], [-0.6977, 1.0250, -4.7621], [1.0231, -1.3557, -5.7719], [1.4622, 0.3659, -5.9347], [1.3701, -0.3814, -4.3984], [2.5875, 8.7047, -3.7644], [2.2844, 7.4185, -4.4872], [1.7274, 6.4853, -3.5508], [1.3333, 5.0409, -4.0620], [0.1360, 4.9455, -4.9356], [2.6401, 4.4836, -4.7536], [2.6444, 3.1034, -5.2046], [3.7551, 2.9832, -6.2247], [1.2171, 4.2064, -2.7093], [0.1055, 4.3742, -1.8270], [0.5772, 3.9830, -0.4350], [1.6446, 9.1520, -3.4229], [3.0791, 8.5572, -2.7993], [3.0924, 9.4630, -4.3559], [1.5845, 7.6543, -5.2902], [3.2058, 7.0014, -4.8960], [2.7813, 2.3908, -4.3941], [1.6869, 3.0212, -5.7255], [3.6453, 3.6907, -7.0465], [4.7379, 3.1243, -5.7792], [3.6544, 2.0021, -6.6985], [-0.3552, 5.3682, -1.9065], [-0.7574, 3.8104, -2.2125], [0.9821, 2.9706, -0.4622], [1.4443, 4.6091, -0.2247], [-0.2405, 4.0573, 0.2762], [2.1080, -1.0171, 3.5000], [3.4816, -0.7680, 4.1186], [3.4645, -0.9231, 5.5375], [3.6088, -2.3598, 6.2170], [2.6760, -3.3901, 5.7188], [5.1767, -2.7047, 6.0513], [6.1782, -1.7002, 6.2682], [7.4591, -2.4455, 6.6104], [3.5898, -1.9350, 7.7583], [2.3700, -1.5194, 8.3704], [1.3043, -2.5811, 8.5229], [1.4476, -0.2182, 3.8277], [2.2241, -1.0740, 2.4202], [1.7281, -1.9974, 3.7895], [4.2385, -1.4110, 3.6606], [3.7806, 0.2483, 3.8631], [6.2913, -1.0984, 5.3601], [5.8133, -1.0241, 7.0449], [7.3854, -2.8501, 7.6197], [7.6743, -3.2371, 5.8986], [8.3017, -1.7494, 6.6285], [2.6407, -1.1489, 9.3639], [1.9475, -0.6405, 7.8725], [1.5745, -3.4053, 9.1813], [0.4094, -2.1326, 8.9587], [1.0492, -2.9429, 7.5258], [0.1367, 0.1290, -1.5690], [1.0203, 0.2971, -0.4185], [1.7007, 0.4445, 0.4942], [0.0639, 1.0940, -2.0695], [-0.8588, -0.2028, -1.2831], [0.5750, -0.6539, -2.1870]], "smiles": "CCOP(=O)(OCC)OCC.CCOP(=O)(OCC)OCC.CCOP(=O)(OCC)OCC.CCOP(=O)(OCC)OCC.CC#N", "de_lowest_ev": 0.000, "spin_multiplicity": 1, "orbital_gap_ev": 10.812}



2.
{"formula": "C26H64ClN2NaO11", "method": "the ωB97M-V functional and the def2-TZVPD basis", "elements": ["Na", "Cl", "O", "O", "O", "O", "C", "C", "C", "C", "C", "C", "N", "O", "C", "C", "C", "H", "H", "H", "H", "H", "H", "H", "H", "H", "H", "H", "H", "H", "H", "H", "H", "H", "H", "H", "C", "C", "C", "C", "C", "C", "N", "O", "C", "C", "C", "H", "H", "H", "H", "H", "H", "H", "H", "H", "H", "H", "H", "H", "H", "H", "H", "H", "H", "H", "C", "C", "O", "H", "H", "H", "H", "H", "H", "C", "C", "O", "H", "H", "H", "H", "H", "H", "C", "C", "O", "H", "H", "H", "H", "H", "H", "C", "O", "H", "H", "H", "H", "C", "O", "H", "H", "H", "H"], "positions_angstrom": [[-11.5784, 17.1467, -19.6597], [-15.0899, 15.8039, -16.5978], [-14.5977, 15.0980, -17.7269], [-14.8781, 17.1694, -17.0018], [-16.5225, 15.5354, -16.5080], [-14.3505, 15.6227, -15.4286], [-13.0783, 20.6208, -11.3129], [-13.8002, 21.3602, -10.1251], [-14.2692, 20.3051, -9.0816], [-14.7529, 20.7968, -7.7148], [-13.5885, 21.7072, -7.1164], [-13.1253, 22.8704, -8.0832], [-12.8977, 22.3726, -9.4261], [-12.3888, 23.3309, -10.3091], [-14.1793, 24.0102, -8.0968], [-11.7750, 23.4308, -7.4027], [-15.0886, 21.9711, -10.7512], [-13.8038, 20.2550, -12.0395], [-12.4652, 19.8014, -10.9378], [-12.5264, 21.4000, -11.8386], [-14.9685, 19.6710, -9.6266], [-13.3527, 19.7275, -8.9606], [-14.9196, 19.9108, -7.1021], [-15.7125, 21.3134, -7.7301], [-12.8020, 21.1311, -6.6290], [-14.1426, 22.1871, -6.3097], [-15.1375, 23.6026, -8.4191], [-14.3199, 24.4495, -7.1092], [-13.9106, 24.8523, -8.7347], [-11.8453, 23.6644, -6.3404], [-11.1659, 22.5273, -7.4267], [-11.1978, 24.0550, -8.0849], [-14.9048, 22.6400, -11.5919], [-15.7718, 22.5266, -10.1087], [-15.7487, 21.1828, -11.1131], [-11.4486, 23.4020, -10.1283], [-9.1185, 23.6501, -21.7134], [-9.0822, 23.0509, -20.3281], [-8.4599, 24.1100, -19.4487], [-9.3405, 25.2501, -19.0944], [-10.6209, 24.7448, -18.4741], [-11.4136, 23.6932, -19.3941], [-10.4025, 22.6806, -19.8647], [-10.9469, 21.6184, -20.5844], [-12.3871, 22.9973, -18.4808], [-12.1982, 24.4979, -20.5245], [-8.2328, 21.8574, -20.2931], [-8.1914, 24.1656, -21.9644], [-9.8844, 24.4243, -21.7587], [-9.3533, 22.8198, -22.3794], [-8.0288, 23.6855, -18.5420], [-7.5358, 24.5273, -19.8488], [-9.4675, 25.8996, -19.9605], [-8.8470, 25.8957, -18.3680], [-11.2145, 25.6379, -18.2791], [-10.6028, 24.2344, -17.5111], [-11.8347, 22.5207, -17.6710], [-13.0927, 23.7085, -18.0512], [-12.9917, 22.2114, -18.9333], [-11.4514, 25.2386, -20.8105], [-12.4421, 23.8994, -21.4022], [-13.1571, 24.9368, -20.2491], [-7.2889, 22.1133, -20.7745], [-8.5873, 20.9120, -20.7039], [-7.9087, 21.3684, -19.3745], [-11.2234, 22.0338, -21.4045], [-10.7740, 10.5297, -18.1002], [-9.3433, 9.9659, -18.4395], [-8.9326, 10.4543, -19.7336], [-11.3671, 9.8967, -17.4402], [-11.3470, 10.6633, -19.0178], [-10.6419, 11.5071, -17.6362], [-9.2902, 8.8791, -18.5053], [-8.6621, 10.1959, -17.6203], [-8.3345, 9.8801, -20.2175], [-14.7922, 18.2755, -23.8144], [-14.1125, 16.9872, -23.6985], [-12.7049, 17.1806, -23.8319], [-14.5642, 18.7676, -22.8689], [-15.8806, 18.2206, -23.7883], [-14.5109, 18.8614, -24.6893], [-14.5553, 16.3938, -24.4985], [-14.4990, 16.4150, -22.8551], [-12.5168, 17.0937, -24.7693], [-13.4704, 9.0992, -11.9750], [-13.6240, 10.4798, -12.5844], [-12.4349, 10.9712, -13.1889], [-12.7334, 8.5272, -12.5388], [-14.4570, 8.6386, -12.0262], [-12.9607, 9.1503, -11.0128], [-13.9053, 11.2623, -11.8796], [-14.4176, 10.3575, -13.3214], [-12.6736, 11.7501, -13.6968], [-17.9735, 10.0959, -17.7696], [-16.9893, 10.5866, -18.6072], [-18.0816, 9.0113, -17.7720], [-17.6302, 10.2644, -16.7488], [-18.9109, 10.6026, -17.9993], [-16.8121, 11.4940, -18.3489], [-19.4394, 15.1442, -21.1709], [-19.6540, 16.3795, -20.4945], [-19.6754, 15.2137, -22.2328], [-18.3898, 14.9051, -21.0002], [-20.0582, 14.3174, -20.8223], [-19.4639, 16.1335, -19.5862]], "spin_multiplicity": 1, "orbital_gap_ev": 5.408}



3.
{"formula": "C26H65MnO13", "method": "the ωB97M-V functional and the def2-TZVPD basis", "elements": ["Mn", "C", "C", "O", "H", "H", "H", "H", "H", "C", "O", "C", "C", "O", "C", "H", "H", "H", "H", "H", "H", "H", "H", "H", "H", "C", "O", "C", "C", "O", "C", "H", "H", "H", "H", "H", "H", "H", "H", "H", "H", "C", "O", "C", "C", "O", "C", "H", "H", "H", "H", "H", "H", "H", "H", "H", "H", "C", "O", "C", "C", "O", "C", "H", "H", "H", "H", "H", "H", "H", "H", "H", "H", "C", "O", "C", "C", "O", "C", "H", "H", "H", "H", "H", "H", "H", "H", "H", "H", "C", "O", "C", "C", "O", "C", "H", "H", "H", "H", "H", "H", "H", "H", "H", "H"], "positions_angstrom": [[-3.8334, 19.8010, -10.0006], [-0.9771, 20.8931, -13.0508], [-1.2293, 21.5238, -11.6457], [-2.4005, 20.9708, -11.0669], [-0.6538, 19.8524, -13.0288], [-0.1127, 21.4582, -13.3995], [-1.8491, 21.0283, -13.6907], [-1.1698, 22.6115, -11.6848], [-0.3234, 21.3342, -11.0700], [-2.3258, 25.7489, -11.0154], [-2.6206, 26.0614, -12.3407], [-2.5059, 24.9095, -13.1435], [-2.8598, 25.1630, -14.5696], [-4.2213, 25.5639, -14.7644], [-4.7897, 25.5720, -16.0748], [-2.6130, 26.6040, -10.4034], [-1.2892, 25.6483, -10.6937], [-2.9324, 24.9878, -10.5245], [-3.1025, 24.1050, -12.7135], [-1.4651, 24.5859, -13.1367], [-2.6870, 24.2415, -15.1257], [-2.2066, 25.9599, -14.9251], [-4.5058, 26.4763, -16.6130], [-5.8696, 25.6997, -15.9996], [-4.5118, 24.6796, -16.6356], [0.5014, 24.6852, -7.4234], [1.3110, 23.7981, -8.2005], [1.1940, 24.0296, -9.6091], [2.0880, 23.1095, -10.4910], [3.4838, 23.1214, -10.2435], [4.0712, 24.4260, -10.0394], [0.7347, 25.7476, -7.4944], [0.6484, 24.4768, -6.3637], [-0.5510, 24.5622, -7.6791], [1.4645, 25.0507, -9.8782], [0.1459, 23.8626, -9.8575], [1.8595, 23.3407, -11.5314], [1.6237, 22.1260, -10.4188], [5.1472, 24.3461, -9.8849], [3.7468, 24.9474, -9.1389], [3.8823, 25.0208, -10.9331], [-2.0752, 17.7059, -15.3507], [-1.7538, 16.3373, -15.7633], [-0.5074, 16.2639, -16.4423], [0.1074, 14.9197, -16.1224], [-0.8552, 13.9027, -15.9597], [-0.1888, 12.6164, -15.9833], [-1.9638, 18.4048, -16.1798], [-1.4304, 17.9712, -14.5129], [-3.1402, 17.7843, -15.1325], [0.1678, 17.0193, -16.0403], [-0.6786, 16.3210, -17.5172], [0.6591, 14.9522, -15.1829], [0.8019, 14.7765, -16.9501], [0.1593, 12.1301, -16.8946], [-0.9321, 11.8893, -15.6565], [0.5757, 12.4874, -15.2171], [3.2025, 28.1045, -15.7063], [1.8306, 28.2883, -15.6857], [1.1455, 27.6514, -16.7793], [1.3097, 26.0885, -16.9426], [0.6392, 25.3796, -15.9236], [0.9881, 24.0146, -15.8942], [3.4068, 27.1600, -15.2020], [3.7705, 28.9560, -15.3315], [3.7128, 28.0761, -16.6691], [1.3791, 28.1929, -17.6960], [0.1114, 27.9496, -16.6074], [2.3570, 25.7909, -16.8890], [0.8454, 25.7479, -17.8680], [2.0649, 23.8488, -15.8603], [0.5766, 23.5726, -16.8016], [0.4771, 23.4827, -15.0917], [-5.4975, 22.6144, -10.9265], [-5.2135, 21.5487, -9.9871], [-5.1970, 22.0833, -8.6639], [-3.7419, 22.2095, -8.0805], [-3.1256, 20.9751, -8.3024], [-1.8408, 20.8600, -7.6816], [-6.4893, 23.0505, -10.8073], [-5.4275, 22.2513, -11.9519], [-4.7925, 23.4329, -10.7809], [-5.6981, 21.3104, -8.0811], [-5.7977, 22.9846, -8.5415], [-3.8463, 22.4417, -7.0206], [-3.1598, 22.9990, -8.5557], [-1.1054, 21.5628, -8.0732], [-1.3882, 19.8727, -7.7728], [-1.8591, 21.0355, -6.6060], [-5.8001, 19.2486, -12.5148], [-4.6532, 19.0607, -11.7383], [-4.2025, 17.7141, -11.9850], [-2.8175, 17.4443, -11.3628], [-2.7074, 17.9946, -10.0145], [-1.5122, 17.5974, -9.4080], [-6.3712, 20.1494, -12.2898], [-6.5863, 18.5201, -12.3163], [-5.5759, 19.3767, -13.5738], [-4.2051, 17.4758, -13.0486], [-4.9388, 17.0174, -11.5844], [-2.0891, 17.8301, -12.0759], [-2.6453, 16.3770, -11.2237], [-1.6030, 17.7228, -8.3290], [-0.7296, 18.2859, -9.7269], [-1.1673, 16.5930, -9.6535]], "charge": 1, "de_lowest_ev": 3.262, "spin_multiplicity": 6, "orbital_gap_ev": [8.075, 7.568]}



So what do the calculations give for total energy? Going down the list: -99399.932 -70425.706 -85938.763 eV.